{"formula": "C13H21BBrFeN4O", "method": "ωB97M-V/def2-TZVPD", "species": ["C", "C", "H", "H", "H", "C", "H", "H", "H", "H", "Fe", "N", "N", "H", "C", "C", "C", "N", "B", "C", "O", "H", "C", "H", "C", "H", "C", "H", "C", "H", "H", "H", "N", "H", "Br", "C", "C", "H", "H", "H", "H", "H"], "coordinates": [[0.075, 0.163, 3.282], [-2.238, -1.076, -4.311], [0.750, 1.598, -2.463], [6.071, -1.942, -0.318], [-2.529, -2.938, -3.266], [0.043, 2.899, 3.383], [-2.932, 0.842, -3.585], [-1.356, -1.473, -4.816], [0.045, 3.979, 3.390], [-3.483, -1.604, -2.621], [1.138, 0.248, 0.342], [0.471, 0.863, 2.206], [-1.459, -1.635, -2.060], [-1.423, -3.628, -1.480], [-0.356, 0.764, 4.455], [0.447, 2.194, 2.277], [4.246, -0.488, 0.258], [-0.973, 0.479, -2.914], [5.711, -0.922, 0.136], [-2.013, 0.375, -3.947], [0.083, -0.311, -1.076], [-0.240, 2.215, -3.778], [-0.273, 1.752, -2.796], [0.110, -0.916, 3.191], [-0.787, -0.485, -2.011], [-0.787, 2.428, -2.109], [-1.302, -2.649, -1.024], [-3.080, -1.160, -4.995], [-2.515, -1.870, -3.054], [-1.069, 0.561, 6.469], [-0.689, 2.672, 5.379], [-1.670, 0.941, -4.811], [3.130, -0.222, 0.326], [-1.648, -0.687, 5.366], [1.037, 3.037, 0.679], [-0.789, -0.067, 5.627], [-0.363, 2.157, 4.485], [-2.056, -2.532, -0.244], [6.513, 0.082, 0.069], [-0.311, -2.597, -0.586], [0.013, -0.730, 5.950], [6.457, -0.316, 0.994]], "total_energy_ha": -4664.25165, "multiplicity": 6, "max_force_ev_per_a": 0.11, "de_lowest_kj_mol": 1.4, "total_charge": 2, "s2": 8.76, "gap_ev": [9.29, 6.79]}

{"formula": "C13H21BBrN3O7P", "method": "ωB97M-V/def2-TZVPD", "species": ["C", "O", "H", "O", "H", "O", "H", "H", "B", "C", "H", "C", "H", "C", "P", "O", "H", "H", "C", "H", "O", "H", "N", "N", "C", "C", "N", "O", "C", "H", "Br", "H", "C", "H", "H", "C", "H", "H", "H", "C", "C", "O", "H", "H", "H", "C", "H"], "coordinates": [[0.864, -0.692, -3.338], [-0.721, 2.695, -2.970], [-0.419, -1.591, 1.103], [-0.146, 1.597, 2.743], [-2.508, -0.965, -1.151], [-1.242, 0.514, -3.329], [-0.490, -1.155, 3.556], [0.649, -1.713, -3.629], [0.665, 0.560, 2.358], [-1.898, -3.015, -0.768], [0.157, -3.436, -1.100], [0.708, 0.190, 0.780], [-0.655, -2.721, -2.465], [0.091, -1.369, -0.956], [2.278, 2.346, 0.307], [3.205, 1.944, 1.344], [-2.578, 0.647, -1.231], [2.412, 3.472, -1.546], [-0.547, -2.653, -1.388], [2.072, 1.555, 4.204], [1.191, 3.395, 0.742], [0.163, -0.325, 4.960], [1.435, -0.268, 3.235], [1.401, 0.566, -1.444], [0.080, -0.983, 0.363], [-2.915, -1.871, -0.708], [1.346, 0.897, -0.154], [0.205, 0.823, -5.057], [0.778, -0.512, -1.851], [0.481, 3.531, 0.101], [-1.675, -3.885, 0.965], [-3.793, -2.138, -1.288], [-0.052, 0.285, -4.036], [-1.064, 1.499, 2.470], [0.830, -1.892, 4.446], [-1.306, 1.715, -2.636], [3.372, 0.503, 3.599], [-3.041, 2.292, -1.614], [-3.256, -1.692, 0.305], [2.390, 0.524, 4.057], [-2.190, 1.639, -1.434], [2.903, 2.809, -1.043], [2.486, 0.049, 5.028], [1.864, -0.446, -3.675], [-1.651, 2.020, -0.574], [0.430, -0.942, 4.105], [-2.309, -3.801, -1.388]], "total_energy_ha": -4139.04242, "max_force_ev_per_a": 0.96, "smiles": "CC(=O)OC(=O)Cc1n[n+](P(=O)(O)O)c(B(O)N(C)C)cc1C[C@H](C)Br", "total_charge": 1, "gap_ev": 7.30}

{"formula": "C13H21BeBr3ClF4MgN2O8PS2", "method": "ωB97M-V/def2-TZVPD", "species": ["H", "O", "Br", "S", "C", "C", "O", "N", "H", "P", "Br", "H", "H", "H", "C", "F", "O", "H", "N", "H", "O", "H", "C", "H", "F", "H", "H", "H", "C", "O", "C", "H", "H", "C", "O", "Be", "C", "H", "C", "H", "Mg", "H", "C", "Br", "H", "C", "H", "C", "O", "O", "S", "Cl", "F", "H", "C", "F", "H"], "coordinates": [[1.057, 1.709, -2.183], [0.302, -3.185, -2.608], [1.974, 3.277, -4.970], [-0.939, -2.322, -2.149], [4.965, -7.089, 3.513], [-2.102, -0.441, 0.782], [-1.369, 0.077, -3.257], [3.755, -5.017, 2.106], [0.860, 2.428, 0.101], [-0.471, -0.251, -1.775], [4.147, 5.605, -4.476], [1.386, -4.567, 0.776], [-2.971, -0.690, -1.272], [-2.321, 0.310, -3.073], [2.545, 4.727, -3.806], [-0.844, 2.377, -2.881], [0.828, 0.488, -5.293], [1.752, -0.317, -0.662], [0.971, -0.499, -2.805], [0.012, 4.684, 0.112], [-0.516, 3.058, 4.922], [0.248, 4.421, -1.746], [0.648, -0.586, -0.272], [6.032, -7.128, 3.274], [0.534, 3.573, 6.378], [-3.653, 2.361, 0.518], [-1.000, 2.219, 0.326], [4.504, -8.042, 3.242], [-2.099, -0.035, -0.778], [-1.006, 2.724, 2.630], [-0.396, 4.085, -0.829], [0.537, 0.111, 0.656], [-1.535, 4.378, -0.941], [-3.676, -0.258, 1.322], [-2.587, 3.787, 4.035], [3.234, -9.272, 3.187], [0.915, -3.476, 0.651], [1.745, 5.475, -3.810], [0.653, -0.220, -4.141], [-3.815, -0.870, 2.334], [0.234, -4.582, 2.703], [-4.366, -0.779, 0.508], [-0.191, 2.466, -0.464], [2.760, 4.136, -1.965], [-1.824, -1.546, 1.048], [-0.078, 1.630, -1.812], [-1.479, 0.327, 1.451], [0.792, -2.101, 0.285], [-2.153, 1.472, 4.280], [-1.841, -3.010, -1.109], [-4.203, 1.529, 1.505], [-1.566, 2.760, 3.967], [-3.066, 4.303, -0.413], [4.846, -6.929, 4.588], [4.304, -5.956, 2.744], [-1.932, -2.404, -3.601], [-2.544, 1.072, -0.852]], "total_energy_ha": -11152.19892, "max_force_ev_per_a": 10.86, "total_charge": 0, "gap_ev": 1.60}

{"formula": "C13H21Br18N2O5P", "method": "ωB97M-V/def2-TZVPD", "species": ["Br", "C", "H", "C", "Br", "H", "Br", "H", "H", "H", "Br", "Br", "N", "H", "Br", "H", "O", "Br", "O", "H", "C", "O", "H", "Br", "O", "C", "Br", "C", "C", "C", "C", "C", "H", "H", "H", "Br", "P", "H", "Br", "H", "H", "O", "H", "Br", "C", "H", "H", "C", "Br", "C", "H", "H", "Br", "N", "Br", "Br", "Br", "Br", "C", "H"], "coordinates": [[-6.588, -3.152, -2.800], [-0.876, -2.626, 0.271], [-7.098, -0.819, -2.174], [-1.833, 7.580, 3.558], [-5.742, 4.133, -0.485], [3.393, -7.202, -3.203], [-2.967, 5.673, -0.388], [2.778, 4.811, 1.336], [-2.312, -3.514, 1.353], [-0.574, -3.584, -0.130], [0.298, 5.029, 1.386], [2.406, 5.105, 3.752], [-2.229, -2.667, 0.812], [3.558, -0.938, 0.326], [-3.761, 3.731, 1.971], [3.089, -2.373, 0.994], [-2.149, 0.725, -0.968], [-1.678, 7.068, 5.404], [0.903, -0.613, -3.806], [7.339, 2.325, 2.006], [-3.908, 4.059, 0.080], [0.257, 0.994, -0.301], [3.377, -1.680, -1.783], [-7.559, -1.941, -0.023], [-1.001, -1.711, -3.200], [-0.673, -1.552, -0.768], [5.719, 1.438, 0.370], [2.018, 4.429, 2.001], [3.511, -7.048, -2.142], [0.249, -1.240, -2.973], [1.563, -2.783, -1.456], [0.640, -1.562, -1.559], [-0.198, -2.427, 1.093], [-2.658, -1.435, -1.926], [3.567, -3.245, -1.002], [4.175, -5.256, -1.892], [-1.047, 0.130, -0.192], [1.240, -3.500, -0.718], [-4.798, -1.001, -1.295], [-2.914, -2.770, 0.075], [0.554, 1.367, 0.543], [-1.388, 0.102, 1.348], [-3.441, 3.229, -0.432], [5.493, 1.731, 3.532], [2.950, -2.351, -1.051], [1.285, -0.732, -1.332], [-1.378, 6.795, 2.973], [-1.658, -1.848, -1.957], [-3.668, 7.707, 3.007], [6.269, 2.431, 1.923], [-2.285, 0.453, 1.416], [1.622, -3.288, -2.412], [1.776, -7.254, -1.340], [2.913, -1.706, 0.263], [2.144, 2.509, 1.915], [-0.863, 9.197, 3.185], [5.895, 4.308, 1.725], [4.750, -8.372, -1.506], [-6.588, -1.612, -1.649], [-1.844, -2.921, -1.873]], "total_energy_ha": -47667.29479, "max_force_ev_per_a": 2.90, "total_charge": 0, "gap_ev": 9.29}

{"formula": "C13H21BrNO2", "method": "ωB97M-V/def2-TZVPD", "species": ["C", "Br", "H", "H", "C", "O", "C", "H", "H", "H", "H", "H", "H", "H", "H", "H", "H", "H", "C", "H", "C", "H", "H", "H", "C", "H", "C", "N", "C", "C", "C", "O", "C", "H", "C", "H", "C", "H"], "coordinates": [[-1.261, -0.103, -3.682], [2.926, -1.870, 2.864], [0.965, 3.282, 1.624], [-2.263, 3.485, -1.177], [1.275, 2.743, 0.730], [-0.960, 1.370, -0.463], [-2.081, 1.905, 0.257], [-1.706, 2.510, 1.087], [-2.751, -0.399, -2.304], [-0.954, 0.759, -4.274], [-0.375, -0.574, -3.253], [-2.348, 2.333, -3.299], [-2.213, -2.023, -4.004], [-3.514, -1.021, -5.798], [0.443, -2.532, 1.398], [-4.533, 2.712, -2.069], [2.334, 2.937, 0.580], [-4.286, 1.192, -1.230], [-0.063, 0.639, 0.332], [-1.307, -1.387, -5.397], [-3.767, 2.026, -1.707], [-2.677, 1.083, 0.674], [-1.561, 0.680, -1.740], [-3.594, 3.351, -0.035], [1.915, 0.508, 1.657], [-3.680, 1.242, -3.726], [1.700, -0.848, 1.831], [-2.141, 0.373, -2.590], [1.036, 1.277, 0.905], [-0.278, -0.722, 0.507], [0.604, -1.475, 1.257], [-3.166, -0.519, -5.054], [-2.997, 1.537, -2.929], [-1.141, -1.197, 0.062], [-2.921, 2.777, -0.671], [0.721, 3.132, -0.120], [-1.980, -1.112, -4.578], [2.775, 0.978, 2.110]], "total_energy_ha": -3286.97922, "max_force_ev_per_a": 0.89, "smiles": "Cc1cc(Br)ccc1OCCCC[NH2+]CCO", "total_charge": 1, "gap_ev": 9.18}

{"formula": "C13H21F11NbO4", "method": "ωB97M-V/def2-TZVPD", "species": ["F", "C", "H", "H", "H", "H", "C", "F", "F", "C", "C", "F", "O", "F", "C", "C", "O", "F", "H", "H", "H", "F", "H", "Nb", "C", "C", "F", "O", "F", "F", "H", "H", "H", "H", "H", "C", "F", "H", "C", "H", "H", "C", "H", "C", "H", "H", "H", "O", "H", "C"], "coordinates": [[-0.999, 1.806, 0.294], [-0.811, 0.491, 3.438], [-0.130, 6.251, -2.621], [-3.189, -4.295, -2.068], [1.756, -4.453, -3.197], [0.239, 0.472, 3.727], [-1.532, 2.269, -0.850], [2.777, -4.806, -0.270], [0.769, 3.741, 7.272], [0.616, 5.532, -2.957], [-1.052, -4.579, -1.864], [-2.803, -6.252, -1.827], [0.017, 4.024, -1.126], [-1.079, 2.642, 7.489], [1.112, 4.701, -1.797], [-0.402, 2.905, -1.711], [0.010, 2.415, -2.719], [-2.126, 1.278, -1.469], [1.455, 6.081, -3.389], [-2.393, 1.953, 3.168], [-0.616, -2.359, -0.040], [-0.858, -4.942, -3.213], [2.364, -2.639, -0.839], [-0.167, -2.379, -1.832], [-0.218, 2.937, 5.259], [-0.409, 3.492, 6.705], [-0.226, -5.471, -1.165], [-1.354, 2.448, 4.820], [-2.679, -4.789, -0.172], [-1.102, 4.644, 6.660], [0.187, 4.895, -3.729], [-0.762, 2.566, 2.831], [3.363, -3.749, -3.286], [-1.385, -0.150, 4.107], [-1.978, -2.059, -2.158], [2.548, -3.992, -2.583], [-2.448, 3.203, -0.527], [-0.895, 0.096, 2.425], [-1.348, 1.899, 3.460], [1.554, 5.309, -1.012], [-0.247, -0.654, -1.293], [3.092, -5.063, -1.616], [-0.169, -1.786, -3.601], [2.024, -2.697, -1.893], [2.689, -6.063, -1.827], [4.194, -5.101, -1.652], [2.427, -1.803, -2.406], [0.839, 3.024, 4.701], [1.827, 3.946, -2.124], [-2.483, -4.937, -1.523]], "total_energy_ha": -1964.26619, "max_force_ev_per_a": 1.15, "total_charge": -1, "gap_ev": 7.16}

{"formula": "C13H21N6O6P2SSeV", "method": "ωB97M-V/def2-TZVPD", "species": ["C", "N", "C", "H", "O", "H", "O", "H", "C", "P", "N", "S", "C", "C", "H", "N", "O", "C", "N", "C", "C", "H", "C", "H", "H", "C", "P", "H", "H", "H", "C", "H", "H", "H", "H", "N", "H", "H", "Se", "H", "C", "N", "O", "H", "V", "H", "O", "C", "H", "H", "O"], "coordinates": [[-1.612, -1.335, -2.271], [2.604, -0.060, 0.041], [-3.697, 0.924, 3.408], [-2.890, 2.158, 4.993], [0.892, -2.334, -2.543], [-4.191, 1.736, 2.872], [-3.485, -1.223, -0.435], [1.665, 4.197, 0.184], [2.272, 3.602, 0.871], [0.165, -0.893, -2.689], [0.948, 1.570, 1.127], [-0.331, -0.176, 2.845], [4.549, -0.571, -1.242], [0.668, -3.819, 0.315], [-2.693, -3.121, -1.971], [-1.536, 2.134, 3.445], [-1.042, -1.770, 0.201], [3.401, -0.938, -0.561], [0.070, 2.301, 1.858], [-0.611, 1.527, 2.671], [4.050, 1.694, -0.701], [1.965, 3.881, 1.878], [4.877, 0.770, -1.318], [-2.516, 0.303, -3.298], [4.270, 2.749, -0.757], [1.996, 2.152, 0.665], [-1.945, -0.808, -0.547], [1.336, -2.566, -3.366], [5.157, -1.336, -1.703], [-3.320, 0.203, 2.681], [-2.576, -0.785, -3.310], [5.759, 1.097, -1.851], [-3.606, -1.073, -3.086], [-2.050, 0.636, 4.775], [3.093, -1.972, -0.486], [0.127, -4.472, -0.473], [-1.081, -3.281, -1.523], [3.318, 3.854, 0.726], [1.513, -2.724, 1.534], [-4.435, 0.426, 4.038], [-2.535, 1.452, 4.240], [-1.741, -2.848, -2.217], [0.596, -0.042, -1.521], [-3.878, -0.999, 0.417], [0.479, -0.404, 0.558], [-1.674, 3.109, 3.228], [0.204, -0.405, -4.075], [2.920, 1.249, -0.028], [-2.300, -1.109, -4.313], [-1.515, -3.255, -3.125], [-1.633, 0.596, -0.159]], "total_energy_ha": -5714.62440, "multiplicity": 3, "max_force_ev_per_a": 0.45, "de_lowest_kj_mol": 68.2, "total_charge": 0, "s2": 2.02, "gap_ev": [7.57, 7.43]}

{"formula": "C13H21NO6S", "method": "ωB97M-V/def2-TZVPD", "species": ["H", "H", "H", "H", "C", "O", "C", "O", "H", "H", "C", "C", "H", "H", "H", "O", "H", "C", "O", "C", "C", "N", "H", "C", "H", "C", "C", "H", "H", "H", "H", "C", "H", "C", "H", "H", "H", "O", "O", "S", "H", "C"], "coordinates": [[3.958, -2.329, 1.460], [-0.240, -0.365, -1.489], [-1.333, -1.357, 4.366], [2.300, -1.212, 2.723], [-2.592, 2.767, -2.378], [-2.031, 1.966, -3.419], [1.756, -2.025, -1.670], [-3.447, 2.961, -4.874], [0.629, -1.150, 2.124], [0.435, -1.407, 4.750], [2.133, -1.559, 0.615], [-2.568, 2.180, -4.621], [-0.766, -1.712, 5.993], [3.295, -3.100, -2.689], [4.698, -3.303, -0.639], [2.117, 1.254, 3.999], [-1.868, 0.799, -7.441], [1.305, -1.445, -0.503], [-1.960, 1.376, -5.494], [3.329, -2.231, 0.580], [-2.438, 1.498, -6.835], [-0.670, 1.334, 4.396], [-0.854, -1.352, -0.152], [2.969, -2.683, -1.742], [0.456, 0.552, 5.968], [3.736, -2.797, -0.616], [1.664, -0.884, 1.894], [-0.030, 0.155, 0.174], [-2.433, 3.825, -2.578], [1.159, -1.940, -2.576], [-2.274, 2.507, -7.211], [-0.016, -0.721, -0.478], [-1.661, 1.534, 4.302], [-0.558, -1.114, 5.096], [-1.272, 0.573, 6.288], [-3.493, 1.238, -6.892], [-2.080, 2.503, -1.456], [1.816, 0.552, 1.675], [-0.225, 0.711, 3.208], [1.234, 1.479, 2.885], [-3.654, 2.556, -2.260], [-0.524, 0.367, 5.515]], "total_energy_ha": -1412.25948, "max_force_ev_per_a": 1.85, "de_lowest_kj_mol": 0.0, "total_charge": 0, "gap_ev": 9.73}

{"formula": "C13H22Al2BeCl9CsF4N3O7S", "method": "ωB97M-V/def2-TZVPD", "species": ["C", "N", "H", "H", "H", "N", "H", "H", "O", "N", "F", "C", "C", "H", "Cl", "H", "C", "Cl", "C", "Cl", "H", "S", "H", "O", "Al", "C", "H", "Cl", "O", "H", "O", "Cl", "H", "H", "H", "C", "C", "Al", "H", "Cl", "Cl", "O", "H", "H", "F", "H", "H", "C", "H", "F", "C", "Cl", "C", "Be", "Cl", "O", "C", "H", "H", "O", "Cs", "C", "F"], "coordinates": [[4.362, 3.366, -0.769], [2.442, 1.710, -0.437], [2.565, -1.195, -0.019], [3.542, -0.459, -2.867], [0.231, 0.120, 0.809], [-2.116, 1.145, -1.549], [-2.509, 1.700, -3.473], [0.727, 3.735, -1.491], [-1.297, 2.011, 0.359], [4.894, -0.747, -1.242], [-2.970, 4.043, 5.226], [-2.739, -0.172, -1.611], [-4.059, -4.946, 3.963], [0.206, 4.325, 0.095], [-4.789, -2.319, 1.050], [1.679, -1.746, -1.469], [1.645, 2.773, 0.238], [0.737, -5.205, -2.118], [-4.440, -0.917, 2.083], [1.648, 2.680, -3.700], [4.772, 0.021, -0.591], [1.471, 0.564, -1.244], [4.736, 3.114, 0.225], [3.423, 2.055, -2.519], [-2.991, 2.356, 5.504], [2.386, -1.002, -1.081], [-0.785, 0.978, -3.296], [-3.533, -1.367, 3.501], [1.463, 2.657, 1.403], [3.865, 4.370, -0.823], [-3.393, -4.513, 4.929], [0.324, -3.729, 0.337], [-5.380, -0.480, 2.395], [-2.108, -0.980, -1.214], [1.794, 4.797, -0.512], [3.663, -1.056, -1.957], [-0.015, 0.211, -0.324], [-0.980, -6.512, -3.575], [5.108, -1.543, -0.652], [-3.508, 0.269, 1.198], [-1.513, 0.223, -4.840], [-1.531, -3.216, 1.354], [-1.311, 2.671, -2.695], [5.272, 3.389, -1.453], [-3.179, 2.041, 7.169], [-3.065, -0.436, -2.619], [-0.333, -0.787, -0.651], [3.375, 2.307, -1.347], [-2.351, -2.761, 1.103], [-1.509, 1.666, 4.945], [-1.642, 1.627, -2.833], [0.781, -6.562, 0.455], [1.068, 3.982, -0.480], [-0.352, 0.454, 2.489], [2.938, -4.797, -0.257], [-5.267, -4.814, 3.822], [1.204, -5.069, -0.365], [-3.597, -0.149, -0.959], [3.747, -2.091, -2.307], [-3.298, -5.537, 3.164], [5.953, 4.905, -2.609], [-1.165, 1.193, -0.498], [-4.295, 1.647, 4.631]], "total_energy_ha": -6657.89471, "max_force_ev_per_a": 4.03, "total_charge": 1, "gap_ev": 2.55}